{"formula": "C9H24N8RhS2", "method": "wB97M-V/def2-TZVPD", "mol_weight_g_mol": 411.39, "total_charge": 3, "homo_ev": -18.5, "de_lowest_kj_mol": 269.4, "energy_ha": -1701.28100, "orbital_gap_ha": 0.232, "symbols": ["H", "H", "C", "H", "H", "C", "N", "N", "H", "H", "C", "C", "H", "C", "N", "N", "N", "H", "H", "H", "N", "H", "H", "H", "Rh", "H", "H", "S", "C", "C", "H", "H", "H", "C", "H", "H", "H", "H", "N", "N", "S", "C", "H", "H"], "xyz": [[3.97, 2.24, -1.25], [3.10, 0.19, -0.57], [0.97, -2.48, 3.68], [1.59, -3.17, 4.25], [0.92, -1.66, -2.56], [-1.77, -2.17, -0.70], [0.46, -1.67, -1.65], [-0.20, 0.92, 1.28], [-3.52, -2.33, -1.95], [-1.91, 3.27, 2.76], [-2.67, -0.41, -2.29], [2.10, 2.99, -1.60], [-3.70, -1.24, -0.60], [-3.00, -1.57, -1.37], [2.57, 0.68, -1.29], [0.61, -0.06, 1.73], [2.50, 4.23, -1.74], [-1.33, -1.42, -0.02], [-2.61, 0.96, -0.78], [-1.82, 2.96, 1.06], [2.98, 2.02, -1.32], [0.94, -2.81, 2.64], [1.13, -2.02, -0.97], [2.57, -1.06, 3.45], [0.12, 0.45, -0.77], [-2.01, -0.71, -3.11], [1.55, -0.76, 4.85], [0.43, 2.62, -1.78], [0.75, -0.08, 3.01], [-0.70, -2.61, -1.69], [-1.10, -2.63, -2.71], [3.47, 4.52, -1.69], [-0.36, -3.62, -1.45], [1.53, -1.06, 3.80], [1.83, 4.96, -1.95], [-3.60, -0.06, -2.76], [-1.97, 1.52, -2.19], [-2.09, -3.01, -0.08], [-1.54, 2.72, 2.00], [-2.03, 0.72, -1.57], [-0.16, 1.20, 3.79], [-0.72, 1.70, 2.22], [2.78, 0.25, -2.19], [-0.05, -2.53, 4.08]]}